Record 1
195
Properties=species:S:1:pos:R:3 method="wB97M-V/def2-TZVPD" gap_ha=0.367 charge=0 e_homo_ev=-10.56 spin_multiplicity=1 total_energy_ha=-5725.983315 molar_mass_g_mol=1531.34
O 4.07094 -5.32408 6.56237
O -2.87969 -0.05039 -7.35927
O -5.29646 -2.22563 2.72051
O 4.59925 2.27708 6.46730
O -6.40270 5.64493 -3.86050
O -4.25276 4.82178 -3.73214
O -5.13417 -0.89904 4.59187
O 5.41676 5.35756 0.06261
O -3.60611 -1.83822 -8.40730
O 7.39873 -6.32315 -1.39562
O 5.29208 -3.61439 6.15285
O 4.49512 -4.48377 -10.22624
O 0.02955 -0.41483 2.96507
O 0.02297 -1.82057 1.05410
O -5.38227 -7.28768 0.76750
O -1.45106 -1.36521 12.37473
O 2.85009 6.68048 -8.62617
O -0.89568 -1.95588 10.36416
O -5.18014 5.50322 -5.66468
O 8.05023 -1.53763 1.33024
O -5.91073 -7.64589 2.88927
O -0.68683 0.28378 0.94698
O -2.14425 5.83521 4.01523
O 6.35132 -0.19568 0.64316
O 8.50255 0.65139 1.30657
O 2.25164 -4.66723 -9.80983
O -1.94846 5.99686 1.86297
O 1.51937 6.02409 -7.02813
O 9.24848 -7.04253 -2.51824
O 4.64103 -4.02855 8.27153
O 0.57559 6.27824 -8.97168
O -4.18817 -2.83135 4.60544
O 6.47776 2.24693 7.77524
O 4.90464 3.79281 7.97716
O -11.02408 2.53733 -1.50950
O 6.77797 6.64712 -1.08706
O -3.70317 -7.73666 2.18262
O -9.43033 0.98458 -1.90820
O -2.95902 -2.62365 11.25513
O -0.55535 7.17119 3.00265
O -9.07349 2.46964 -0.34166
O -5.08279 -0.38297 -7.85464
O 3.50762 -3.85368 -8.22469
O 7.41152 6.07857 0.96079
O 7.81043 -8.49762 -1.47490
C -9.97364 1.98822 -1.27124
C 0.05292 0.84062 -1.29935
C -1.83247 -2.07765 11.33291
C 6.23153 -6.91571 -0.83490
C 1.37501 -4.12295 -8.79253
C 2.21701 -2.73212 -6.75385
C -0.50795 5.83895 -8.17679
C 0.18260 5.53147 -6.81449
C -3.86425 -2.28614 5.84665
C 3.95797 5.68384 6.92871
C 7.52100 -0.31858 1.06443
C -4.22840 4.67959 4.39153
C -4.83424 -1.93733 3.83700
C 8.29386 -7.28057 -1.82379
C -7.16983 6.24776 -4.92081
C 5.74025 6.39356 -2.01665
C -3.06153 -7.06356 1.10825
C -7.90167 1.76996 -0.32663
C 6.55754 6.10014 0.06759
C -0.07686 -1.51174 -0.34761
C 5.00787 -6.46204 -1.58217
C -6.91132 4.73554 -7.00805
C -5.04328 -7.60435 2.03108
C -8.24335 0.57030 -1.22561
C 6.47684 -8.43295 -1.11954
C -3.16086 5.34632 2.00108
C -4.48164 -0.85682 5.82402
C -7.13940 0.30424 -2.38621
C 1.74913 6.35516 -8.20228
C -4.71523 -2.22530 -9.20912
C -5.20763 5.29480 -4.35401
C 4.68075 -4.28350 7.07973
C -4.16907 -7.15686 0.02224
C -5.52242 -0.73376 6.84119
C -0.14200 -0.78719 12.22469
C 3.48884 -4.29502 -9.52722
C 4.97199 -4.14980 4.87850
C -1.75142 -7.84033 0.67927
C -1.04737 4.60043 -8.89135
C -6.38918 5.88672 -6.15029
C -5.74232 -1.26512 -8.79194
C 3.42941 5.95219 -1.13049
C -0.18252 -0.68483 1.75197
C 4.19675 -5.39521 5.16973
C 4.87478 5.43550 -1.22558
C 10.44679 0.66789 2.58974
C 2.80973 -5.43458 4.49883
C 2.25359 -3.98481 -7.59923
C -2.98760 4.83492 3.44813
C 3.80467 4.22534 7.25180
C -1.52278 6.42571 2.96621
C 3.68991 3.28020 6.09617
C -3.77037 -0.71426 -7.83698
C -0.72415 -0.19110 -0.36075
C 9.39749 -1.39601 1.69682
C 0.83642 -0.22916 9.92283
C 5.36658 2.68157 7.49592
C 0.25573 -1.33108 10.85770
C 9.71416 0.03038 1.42300
C -6.20930 -0.38611 -9.89812
H 0.94008 -3.21288 -9.20569
H 2.93514 5.37836 -0.34659
H -0.02984 0.41433 9.76908
H 4.44020 -3.46283 4.22018
H 6.18472 -8.97633 -0.22093
H 6.06149 -6.86043 0.24034
H -4.80917 5.58515 4.56694
H 3.77962 6.23353 7.85290
H 2.11545 -4.77755 5.02265
H 3.06566 -2.60284 -6.08215
H -4.68949 -2.16320 -10.29705
H 0.47098 -1.13629 13.05564
H -7.13411 0.10213 -9.59078
H -5.92396 -1.67260 7.22257
H -5.05664 -0.19686 7.66756
H 0.92085 -1.52105 -0.78645
H -4.23899 -2.83454 6.71090
H 10.15602 -2.00923 1.21031
H -6.25135 6.73877 -6.81596
H -0.19807 1.88577 -1.11837
H -0.38059 3.73883 -8.85747
H -7.26095 1.06945 -3.15288
H -2.74699 -6.07389 1.43947
H -5.52291 0.39032 -10.23596
H -8.40811 -0.28557 -0.57106
H -6.60647 -0.91926 -10.76191
H 0.49057 -4.71190 -8.54963
H 10.34666 0.24496 0.56161
H 5.93470 5.97756 -3.00520
H 4.07831 3.84296 5.24732
H -3.98596 -8.13042 -0.43245
H 5.07393 -6.49778 -2.66958
H -7.81186 1.34496 0.67307
H 1.30194 -2.69103 -6.16304
H -1.14999 -8.11624 1.54546
H 2.65972 2.92750 6.04701
H 0.35182 4.46270 -6.68342
H -1.32649 6.55558 -8.10939
H -0.08378 0.53036 -2.33528
H 2.82577 5.80980 -2.02684
H -6.97405 2.25876 -0.62444
H 4.97515 5.91769 6.61444
H -6.22751 4.48699 -7.81967
H -2.81218 -2.23055 6.12626
H -3.99658 6.03869 1.89963
H -3.62971 -0.17714 5.80523
H -1.33527 4.70468 -9.93746
H -3.14568 4.59040 1.21593
H -4.86922 3.89471 3.98980
H -3.82027 4.34807 5.34632
H 5.85094 -8.76756 -1.94682
H -7.29820 -0.67898 -2.82912
H 9.92820 0.75024 3.54493
H -5.03140 -3.25073 -9.01776
H -0.73807 -2.28776 -0.73322
H 1.72359 0.32986 10.22036
H -1.77437 -0.25930 -0.64446
H 9.51877 -1.69180 2.73888
H 4.12058 -7.04328 -1.33122
H 5.16291 7.28318 -2.26836
H -7.24272 7.32867 -4.80071
H 2.19000 -1.93547 -7.49731
H -2.53782 3.84490 3.37296
H -6.37725 -0.13689 6.52320
H -2.02763 4.43429 -8.44461
H 2.89058 -5.26628 3.42494
H -0.39875 6.12256 -6.10685
H -7.96534 4.77471 -7.28303
H 5.92371 -4.37769 4.39851
H -1.92312 -8.75093 0.10532
H -6.07814 0.32152 -2.13818
H -1.05488 -7.30982 0.03005
H 10.81073 1.64948 2.28619
H -6.49982 -1.85006 -8.27025
H 0.94839 -2.14707 11.06381
H 3.25879 6.03670 6.17059
H 2.48425 -6.47451 4.52517
H -6.94706 3.79376 -6.46043
H 4.99587 4.51955 -1.80391
H 2.89977 4.11642 7.84962
H -0.17413 0.29844 12.31681
H 1.22896 -0.62325 8.98545
H -4.25818 -6.28267 -0.62270
H 11.28601 0.03747 2.88363
H -8.07917 5.64759 -4.88934
H 3.31471 7.00728 -0.88206
H 2.19298 -4.83795 -6.92353
H 4.86959 -6.21583 4.92079
H 4.89802 -5.38682 -1.44099
H 1.14074 0.81477 -1.23551

***

Record 2
121
Properties=species:S:1:pos:R:3 method="wB97M-V/def2-TZVPD" gap_ha=0.150 charge=-1 e_homo_ev=-2.83 spin_multiplicity=1 total_energy_ha=-6067.946593 molar_mass_g_mol=1095.02
Sr -0.12798 0.17906 -0.35890
Se -3.47026 -0.73283 1.75483
Cl -1.08268 -2.21948 -2.00226
P -0.19671 1.39323 -3.20711
O -1.43197 1.96215 -0.90443
O -1.90216 -2.87432 -2.96046
O 1.92207 -1.15096 -0.31400
O -1.83011 -1.16764 -1.28673
O -1.64040 4.01814 -0.02467
O -0.58939 -3.15675 -0.99504
O -0.19580 -0.99617 1.64290
O 0.08941 -1.57109 -2.61159
N 0.47940 2.49618 2.57413
N 1.94712 1.73029 -0.31065
N -0.23725 -3.75772 1.82801
N 2.37129 -3.71468 0.01216
C 3.74494 1.21686 -5.66776
C -2.06537 5.04190 -2.61076
C -5.45244 1.33124 4.80996
C 1.00141 0.21548 4.77046
C 3.30180 2.42571 -5.14669
C 0.26688 -1.01800 2.80675
C 1.26809 1.37003 -4.33786
C 5.34448 -0.95022 -2.62773
C -1.35489 0.07888 -5.50789
C -5.11191 1.90959 2.41320
C 2.97965 -1.05605 -0.99093
C -5.91995 0.93194 7.26023
C 1.93846 2.49420 2.54237
C 2.96247 0.08164 -5.50314
C 3.49456 0.21509 -1.47683
C -1.55242 3.23569 -0.96005
C -1.49153 3.79236 -2.37801
C 0.43150 0.22227 3.54202
C 4.91115 -2.13502 -2.11999
C -4.00386 -1.01133 4.58625
C -0.86760 3.11442 -3.43165
C 2.92726 1.53493 -1.08762
C 4.61196 0.21587 -2.25637
C -2.42287 -0.48813 -6.19411
C 2.09865 -5.02993 0.60331
C 2.07885 2.49954 -4.48979
C -5.30206 0.53927 5.94338
C 2.39624 3.41344 1.40499
C 0.69098 -5.54311 0.32063
C 1.44255 -0.97786 5.43800
C -4.90657 0.98337 3.57998
C -2.05890 5.60491 -3.87254
C -0.86804 3.69703 -4.70263
C 2.05759 -0.88871 6.80482
C -4.56536 -0.62665 5.80473
C -3.67807 -0.54818 -5.60672
C 1.74902 0.15483 -4.83403
C -1.45545 4.92810 -4.92821
C 6.55191 -0.83027 -3.51260
C 1.23062 -2.15257 4.79960
C -4.17759 -0.22210 3.43192
C 0.63071 -2.21587 3.50029
C -0.15380 1.46477 2.94778
C -2.79548 0.53318 -3.64570
C 3.75745 -2.21997 -1.29522
C 1.68088 3.12584 0.08778
C -3.85948 -0.03091 -4.33053
C 3.39179 -3.47258 -0.76081
C 0.35965 -3.46887 2.95984
C -1.52798 0.58969 -4.22699
C -3.20679 -2.28649 4.54210
C -0.35311 -5.14084 1.37002
H -3.54228 -2.93091 3.72638
H -7.01305 0.92068 7.22107
H 2.93417 -0.23626 6.80862
H -2.26495 -0.88588 -7.18940
H 2.84782 -5.71567 0.20625
H 6.89461 -1.81391 -3.83553
H 3.47780 2.39626 -1.49252
H 6.32740 -0.24625 -4.40772
H -2.52593 6.56812 -4.03993
H -0.60780 -2.98811 1.26477
H 1.74730 3.45499 -4.10097
H 2.35143 1.48671 2.41981
H -1.24124 1.45900 2.84058
H 2.32501 2.88543 3.48794
H -0.38714 0.12046 -5.99317
H -6.00753 2.26380 4.88480
H 3.29708 -0.87549 -5.88539
H 2.00412 3.81876 -0.69723
H 2.18202 4.45095 1.67206
H -4.82866 -0.07770 -3.85056
H -4.41834 -1.26442 6.67368
H -3.28094 -2.81845 5.49420
H -2.51523 5.54813 -1.76673
H 4.69064 1.16073 -6.19331
H -4.50812 -0.99862 -6.13664
H 0.71871 -6.63382 0.26821
H -5.62305 1.93972 7.56326
H 5.45031 -3.05022 -2.35148
H 3.89815 3.32323 -5.26017
H -0.24713 -5.76346 2.26102
H -2.15018 -2.08052 4.33928
H 2.37498 -1.87132 7.15524
H 1.50848 -3.08547 5.28327
H -5.85535 1.50697 1.71875
H 0.38217 -5.18651 -0.65753
H 3.47917 3.31445 1.27434
H -1.35813 -5.29005 0.97981
H -0.41257 3.16834 -5.53241
H -4.19756 2.01742 1.82893
H 0.66255 -4.33666 3.54447
H 2.28253 -4.94616 1.67815
H 1.16684 -0.74935 -4.69280
H 4.96282 1.17771 -2.62335
H -5.44871 2.88909 2.75961
H 1.35594 -0.48598 7.53902
H 4.03121 -4.32608 -0.98103
H 7.38568 -0.33776 -3.00638
H -1.45467 5.35363 -5.92429
H -2.94499 0.91686 -2.64304
H 0.61404 3.26563 0.25801
H 1.09712 1.16447 5.29292
H 1.74482 -2.90924 0.15941
H -5.61593 0.24688 8.05427

***

Record 3
17
Properties=species:S:1:pos:R:3 method="wB97M-V/def2-TZVPD" gap_ha=0.374 smiles=CCC.CS charge=0 e_homo_ev=-9.16 spin_multiplicity=1 total_energy_ha=-557.697225 molar_mass_g_mol=92.21
S 3.94778 0.67931 -4.65161
C -1.66680 -1.11297 3.24717
C -2.60341 -2.05870 2.45748
C -1.48673 0.00273 2.42359
C 3.45821 2.37013 -4.98622
H -2.21901 -1.15498 4.21797
H -0.74624 -1.67565 3.58412
H -0.35076 0.00996 1.92119
H -2.04876 -2.51837 1.57929
H 2.87847 2.66034 -5.84163
H -2.77862 -2.95466 2.96659
H 3.17359 3.05636 -4.11469
H -3.45992 -1.42253 1.99242
H 4.48268 2.78750 -5.31241
H -2.20084 0.14005 1.61302
H 2.94812 0.24205 -3.92707
H -1.32775 0.94942 2.83078

***

Record 4
9
Properties=species:S:1:pos:R:3 method="wB97M-V/def2-TZVPD" gap_ha=0.313 charge=0 e_homo_ev=-9.14 spin_multiplicity=1 total_energy_ha=-5642.567470 molar_mass_g_mol=233.83
Br -1.73357 -1.30711 1.61672
Br -2.70274 -0.40226 -1.22783
P -0.78737 1.93389 -1.41869
O -0.93990 3.28124 -0.92318
C -1.20251 -0.71062 -0.12002
C -0.13954 0.75667 0.07720
H -0.53924 -1.59226 -0.46365
H 0.79337 0.41786 -0.13580
H -0.42927 1.16377 0.99000

***

> Among the records above, which one has the lowest charge?

C52H53ClN4O8PSeSr

***

> Which of these has the lowest charge?

C52H53ClN4O8PSeSr